{"formula": "C3H4N2O", "method": "ωB97M-V/def2-TZVPD", "elements": ["H", "N", "C", "O", "C", "C", "N", "H", "H", "H"], "positions_angstrom": [[-1.522, -1.687, -0.915], [-0.608, -1.283, -0.724], [-0.738, -0.281, 0.031], [-1.944, 0.116, 0.510], [0.458, 0.488, 0.475], [1.736, 0.304, -0.164], [1.660, -0.513, 0.769], [-1.820, 0.875, 1.089], [0.295, 1.391, 1.087], [2.544, 0.586, -0.805]], "total_energy_ha": -301.38216, "smiles": "[H]/N=C(\\O)[C@@H]1C=N1", "largest_force_ev_per_a": 1.5, "de_lowest_kcal_mol": 65.9, "homo_energy_ev": -9.875}